#1
An isolated ion of composition C10H11N2O2 and charge +1, computed with ωB97M-V/def2-TZVPD.

Each line ends with the natural charge from an NBO analysis.
Cartesian coordinates (Å):
C 1.51965 2.97448 -1.52407  -0.166
C 0.84651 2.83399 -0.30159  -0.196
C 1.74603 1.83914 -2.31147  -0.192
C 0.41432 1.59713 0.06959  -0.224
C 1.45683 0.57797 -1.80622  -0.161
C 0.73849 0.46020 -0.63953  -0.082
C -2.12713 -0.34872 0.65762  -0.160
C -2.61192 -1.53816 0.88647  -0.049
C 0.30015 -0.86413 -0.04659  0.151
C -0.68070 -0.81190 1.14363  0.390
N 0.73098 -1.91161 -0.62111  -0.072
N -1.44643 -2.07191 1.57295  -0.538
O -0.24532 -0.38982 2.36460  -0.694
O 0.45927 -3.13699 -0.11218  -0.601
H 1.79376 4.06030 -1.71014  0.240
H 0.69716 3.73459 0.13303  0.223
H 2.19466 1.76640 -3.27414  0.235
H -0.17381 1.54914 0.88523  0.183
H 1.64648 -0.34315 -2.24350  0.233
H -2.47815 0.55651 0.25412  0.255
H -3.63456 -1.83415 0.68523  0.266
H -1.61029 -2.08596 2.57845  0.451
H -1.11156 -3.02776 1.26955  0.470
H 0.44528 0.24694 2.37284  0.519
H 1.13030 -3.83253 -0.28277  0.522

Orbital gap: 0.3302 hartree
Charge: +1
HOMO energy: -12.39 eV
SMILES: O/N=C(/c1ccccc1)[C@@]1(O)C=C[NH2+]1

---

#2
An isolated ion of composition C10H11N2O2 and charge +1, computed with ωB97M-V/def2-TZVPD.

Each line ends with the natural charge from an NBO analysis.
Cartesian coordinates (Å):
C 3.22945 -0.33414 0.08944  -0.109
C 2.43790 -1.42216 -0.21897  -0.236
C 2.73282 1.01130 0.30981  -0.252
C 1.07514 -1.25375 -0.29949  -0.156
C 1.37755 1.10093 0.19035  0.212
C 0.57452 0.03577 -0.16325  0.034
C -0.76339 1.95350 -0.13724  0.821
C -1.86812 -0.18118 -1.07895  -0.261
C -2.42140 -1.42025 -0.31226  -0.097
C -1.47415 0.01715 1.12898  0.103
N 0.56715 2.21205 0.25087  -0.621
N -0.85476 0.45468 -0.14582  -0.307
O -1.67133 2.67657 -0.37356  -0.470
O -1.83706 -1.28542 0.93591  -0.489
H 4.19687 -0.54051 0.27294  0.221
H 2.98039 -2.40351 -0.32704  0.257
H 3.30489 1.71746 0.76177  0.237
H 0.33147 -2.11244 -0.58016  0.243
H -1.27780 -0.53941 -1.89810  0.246
H -2.73951 0.37602 -1.43602  0.284
H -3.56811 -1.54450 -0.10654  0.228
H -1.95984 -2.35357 -0.55285  0.218
H -0.87242 0.08509 2.00228  0.240
H -2.52424 0.63682 1.17844  0.196
H 1.02398 3.11348 0.50947  0.459

Orbital gap: 0.3576 hartree
Charge: +1
HOMO energy: -13.07 eV
SMILES: O=C1Nc2ccccc2[N@+]12CCOC2

---

Which is most stable, and by how much? #2, by 62.3 kcal/mol.

---

#1
An isolated ion of composition C5H10NO2S and charge +1, computed with ωB97M-V/def2-TZVPD.

Each line ends with the natural charge from an NBO analysis.
Cartesian coordinates (Å):
C -2.16002 0.49615 -0.40486  0.268
C 0.71244 -1.45562 0.02913  -0.437
C -0.04889 -0.55282 -1.04410  0.343
C 2.23775 -1.16734 -0.03970  -0.707
C -1.87806 1.80110 0.20406  -0.725
N -1.24382 -0.30984 -0.79179  -0.299
O 1.35956 1.10842 -0.13141  -0.979
O 3.75539 1.10751 -0.47231  -0.864
S 2.64081 0.54909 0.13155  2.080
H -3.07632 0.06700 -0.26690  0.222
H 0.19359 -1.25743 1.01463  0.245
H 0.39266 -2.46348 -0.15435  0.268
H 2.87125 0.58787 1.51298  -0.013
H 0.34277 -0.53632 -1.98146  0.221
H 2.68421 -1.79619 0.68138  0.273
H 2.60786 -1.49545 -1.02903  0.266
H -1.97374 2.66809 -0.53078  0.292
H -2.74245 2.03249 0.82477  0.263
H -0.87905 1.93494 0.69159  0.284

Orbital gap: 0.3993 hartree
Charge: +1
HOMO energy: -15.11 eV
SMILES: CC=[N+]=CCC[SH](=O)=O

---

#2
An isolated ion of composition C5H10NO2S and charge +1, computed with ωB97M-V/def2-TZVPD.

Each line ends with the natural charge from an NBO analysis.
Cartesian coordinates (Å):
C -2.58370 -0.57486 -1.28165  0.057
C 2.75828 0.54231 -0.75122  -0.416
C 2.95278 0.41132 0.78415  -0.429
C 1.70766 -0.08727 0.18008  0.105
C -2.22116 -1.00610 1.02275  -0.456
N -2.04686 -0.24000 -0.17656  -0.446
O -1.11715 2.18169 -0.85442  -0.829
O 0.37962 0.58050 0.43117  -0.801
S -0.98772 1.37615 0.26606  1.819
H -2.42955 0.16031 -2.13309  0.225
H -3.51963 -1.21857 -1.56423  0.253
H 2.59542 1.55429 -0.98373  0.240
H 3.29040 -0.16176 -1.37146  0.243
H 3.62350 -0.19931 1.33856  0.249
H 2.91106 1.41085 1.34110  0.250
H 1.48819 -1.06596 -0.08173  0.216
H -2.16777 -0.35675 1.88589  0.238
H -1.41871 -1.78312 1.06946  0.247
H -3.21468 -1.52372 0.87889  0.235

Orbital gap: 0.3533 hartree
Charge: +1
HOMO energy: -14.37 eV

---

Which is most stable, and by how much? #1, by 27.8 kcal/mol.

---

#1
A 2-piece molecular cluster, CH2O3S overall, computed with ωB97M-V/def2-TZVPD.

Each line ends with the natural charge from an NBO analysis.
Cartesian coordinates (Å):
C -0.47136 -1.07692 -0.36380  0.271
O 0.92310 0.93474 1.62875  -0.866
O 0.79217 1.61480 -0.72986  -0.873
O -1.21365 -0.19989 0.07483  -0.541
S 0.21807 1.67209 0.59301  1.684
H -0.97084 -2.01547 -0.93136  0.156
H 0.72251 -0.92935 -0.27157  0.169

Orbital gap: 0.3891 hartree
HOMO energy: -11.01 eV

---

#2
A 2-piece molecular cluster, CH2O3S overall, computed with ωB97M-V/def2-TZVPD.

Each line ends with the natural charge from an NBO analysis.
Cartesian coordinates (Å):
C -0.93132 -0.72016 0.61611  0.313
O 1.23018 1.79640 -0.00092  -0.852
O -1.20344 0.09245 -0.20205  -0.506
O 1.58396 -0.17979 -1.45062  -0.854
S 0.83016 1.04150 -1.22105  1.654
H -1.60005 -1.17687 1.37507  0.126
H 0.09051 -0.85353 0.88345  0.119

Orbital gap: 0.3840 hartree
HOMO energy: -10.97 eV

---

#3
CH2O3S as an isolated structure, computed with ωB97M-V/def2-TZVPD.

Each line ends with the natural charge from an NBO analysis.
Cartesian coordinates (Å):
C -0.17229 -0.48283 0.14083  0.587
O -1.09420 -0.96520 -0.62921  -0.656
O -3.51818 0.71359 -0.30559  -0.839
O 0.44480 0.66486 -0.10462  -0.631
S -2.56629 -0.21496 0.33208  0.859
H 0.25088 -1.04468 0.96634  0.173
H 0.10680 1.06592 -0.92312  0.509

Orbital gap (spin up / spin down): 0.2607 / 0.2606 hartree
HOMO energy (spin up / spin down): -7.75 / -7.75 eV

---

Which is most stable, and by how much? #2, by 1.5 kcal/mol.

---

#1
An isolated ion of composition C4H14N3S and charge +1, computed with ωB97M-V/def2-TZVPD.

Each line ends with the natural charge from an NBO analysis.
Cartesian coordinates (Å):
C -2.45372 0.05878 -0.94497  -0.403
C 0.65705 -1.04868 2.16168  -0.448
C 2.01012 0.18685 -1.38146  -0.439
C -0.18952 0.28794 0.24599  0.536
N -1.39783 -0.15027 0.11620  -0.684
N 0.71417 0.11556 1.28771  -0.656
N 0.64039 -0.31379 -1.18373  -0.625
S 0.13745 2.21809 -0.18715  -0.130
H -2.47114 1.04631 -1.31276  0.229
H -2.21125 -0.63703 -1.74141  0.198
H -3.35640 -0.36693 -0.48378  0.240
H 0.87952 -1.96996 1.63530  0.213
H 1.49772 -1.09010 2.90320  0.248
H -0.29451 -1.08715 2.72812  0.194
H 2.56100 -0.68853 -1.06563  0.220
H 2.25682 0.36743 -2.41950  0.236
H 2.24838 1.13153 -0.83627  0.259
H -1.96734 -0.35352 1.00283  0.433
H 0.64295 1.05073 1.73760  0.414
H 0.71357 -1.33520 -1.08542  0.422
H -0.10273 -0.06903 -1.94497  0.428
H -0.51469 2.64695 0.76842  0.115

Orbital gap: 0.3777 hartree
Charge: +1
HOMO energy: -13.25 eV
SMILES: CNC(S)(NC)[NH2+]C

---

#2
A 2-piece molecular cluster, C4H14N3S overall, computed with ωB97M-V/def2-TZVPD.

Each line ends with the natural charge from an NBO analysis.
Cartesian coordinates (Å):
C -0.23346 1.43774 -0.84623  -0.232
C -1.15766 2.50846 -1.50118  -0.527
S -0.64610 2.70111 -3.27245  -0.009
N -0.64255 1.11770 0.54849  -0.723
H 0.80942 1.78447 -0.79173  0.231
H -0.26547 0.51212 -1.40997  0.216
H -0.95861 3.42117 -0.93291  0.221
H -2.21902 2.22489 -1.38974  0.219
H -1.33351 3.84598 -3.43921  0.153
H -0.09524 0.19228 0.87745  0.461
H -1.64608 0.94475 0.65273  0.420
H -0.41894 1.89319 1.17884  0.422
C 1.76982 -1.30304 1.87872  -0.465
N 0.62345 -3.54887 0.41520  -0.856
C 0.07671 -2.25053 0.54336  0.351
N 0.50687 -1.19565 1.13164  -0.490
H 1.65111 -2.06525 2.67298  0.230
H 2.03845 -0.40147 2.42971  0.216
H 2.54680 -1.67229 1.16675  0.233
H -0.10794 -4.17788 0.68793  0.390
H 0.58570 -3.77672 -0.58490  0.391
H -0.88375 -2.19214 -0.01546  0.149

Orbital gap: 0.3508 hartree
Charge: +1
HOMO energy: -12.55 eV

---

Which is most stable, and by how much? #2, by 36.6 kcal/mol.

---

#1
One molecule with the formula C2H3N3O2S, computed with ωB97M-V/def2-TZVPD.

Each line ends with the natural charge from an NBO analysis.
Cartesian coordinates (Å):
C 1.66341 -0.26860 0.05473  0.654
C -0.57443 -0.36052 -0.13627  0.292
H -1.28999 1.72462 0.98324  0.467
H 1.67956 1.70114 -0.43703  0.406
H 3.00213 -1.57466 0.02615  0.370
N -0.17624 0.94453 -0.34823  -0.020
N 1.16186 1.04371 0.11752  -0.471
N 2.86230 -0.59652 0.07384  -0.687
O -0.99214 1.95526 0.06681  -0.497
O 0.55459 -1.10031 -0.02011  -0.462
S -2.08504 -0.91613 0.04009  -0.054

Orbital gap: 0.3534 hartree
HOMO energy: -9.52 eV
SMILES: [H]/N=c1/[nH]n(O)c(=S)o1

---

#2
One molecule with the formula C2H3N3O2S, computed with ωB97M-V/def2-TZVPD.

Each line ends with the natural charge from an NBO analysis.
Cartesian coordinates (Å):
C -1.08654 -0.58536 -0.00428  0.627
C 0.67459 0.75756 -0.04906  0.720
H -3.03392 -0.27533 -0.06540  0.497
H 3.01860 0.12674 -0.14030  0.159
H -1.32293 1.54368 0.35638  0.438
N -0.10167 -1.39242 -0.06558  -0.314
N 0.97863 -0.57079 -0.17014  -0.402
N -0.71698 0.74286 -0.03612  -0.637
O -2.38677 -0.96887 0.07565  -0.654
O 1.42112 1.73861 0.02861  -0.642
S 2.55588 -1.11667 0.07025  0.207

Orbital gap: 0.3124 hartree
HOMO energy: -8.40 eV
SMILES: O=c1[nH]c(O)nn1S

---

Which is most stable, and by how much? #2, by 39.3 kcal/mol.